The following is a quantum chemistry calculation of Cd2N7O21 as an isolated structure, from the OMol25 dataset.

The calculation puts the energy relative to the best compared isomer or geometry (same formula, charge and spin) at 64.5 kcal per mole. As for the charge: -3.

Geometry (Å):
1 Cd -2.13 -0.18 1.50
2 Cd 1.91 -0.40 -2.71
3 N -0.16 -0.90 -1.01
4 O -1.22 -0.88 -0.44
5 O 0.04 -1.83 -1.78
6 O 0.69 -0.05 -0.93
7 N 4.18 -1.27 -0.42
8 O 5.33 -1.67 -0.85
9 O 3.97 -0.94 0.69
10 O 3.33 -1.28 -1.32
11 N 0.74 1.58 1.67
12 O 0.88 2.69 1.26
13 O -0.37 1.08 1.72
14 O 1.66 1.06 2.30
15 N -4.41 -2.22 0.52
16 O -3.46 -1.80 1.27
17 O -4.27 -3.14 -0.23
18 O -5.58 -1.83 0.69
19 N -2.30 2.20 -0.80
20 O -2.93 2.41 -1.85
21 O -2.78 1.44 0.11
22 O -1.41 2.93 -0.44
23 N 1.91 3.17 -2.55
24 O 2.16 3.77 -3.62
25 O 1.31 3.74 -1.74
26 O 2.22 1.97 -2.34
27 N 0.20 -2.44 2.84
28 O 1.20 -1.84 2.92
29 O -0.66 -1.91 2.08
30 O -0.06 -3.46 3.46

=====

The following is a quantum chemistry calculation of Cd3N2O6 as an isolated structure, from the OMol25 dataset.

The calculation puts the energy relative to the best compared isomer or geometry (same formula, charge and spin) at 0.0 kcal per mole. As for the charge: +4.

Geometry (Å):
1 Cd -2.26 -0.99 0.74
2 Cd 0.99 3.02 1.29
3 Cd 3.12 -2.53 0.84
4 N 0.89 -0.32 1.32
5 O -0.31 -0.61 1.45
6 O 1.25 0.80 0.89
7 O 1.78 -1.12 1.78
8 N -1.37 0.45 -2.12
9 O -0.90 1.57 -2.15
10 O -1.76 -0.15 -3.08
11 O -1.41 -0.13 -0.96

=====

The following is a quantum chemistry calculation of CeF2HO2P as an isolated structure, from the OMol25 dataset.

The expectation value of S² is 2.0015. The calculation puts the energy relative to the best compared isomer or geometry (same formula, charge and spin) at 0.0 kcal per mole. The multiplicity is 3. As for the charge: +2.

Geometry (Å):
1 H -1.26 0.01 -1.79
2 P 0.41 0.41 -0.63
3 F 0.79 1.83 -0.13
4 F 1.77 -0.33 -0.78
5 O -0.32 0.50 -2.00
6 O -0.60 -0.31 0.23
7 Ce -1.13 -1.24 2.57

=====

The following is a quantum chemistry calculation of CeHO3S as an isolated structure, from the OMol25 dataset.

The expectation value of S² is 0.7567. The calculation puts the energy relative to the best compared isomer or geometry (same formula, charge and spin) at 0.0 kcal per mole. The multiplicity is 2. As for the charge: +2.

Geometry (Å):
1 S 1.03 1.01 -0.27
2 O 0.95 1.11 -1.69
3 O 0.07 0.13 0.40
4 Ce -2.12 -1.13 0.42
5 O 1.77 1.91 0.56
6 H -1.71 -3.02 0.58

=====

The following is a quantum chemistry calculation of Cl2CuI as an isolated structure, from the OMol25 dataset.

The expectation value of S² is 0.7546. For the electronic energy, the calculation gives -2858.6010 Ha. The multiplicity is 2. As for the charge: -1.

Geometry (Å):
1 Cu 0.43 0.42 0.05
2 I -0.51 0.78 -1.75
3 Cl 1.19 -1.34 0.56
4 Cl -1.11 0.14 1.14

=====

The following is a quantum chemistry calculation of an isolated ion of composition Cl2FH2P2 and charge +1, from the OMol25 dataset.

The calculation puts the energy relative to the best compared isomer or geometry (same formula, charge and spin) at 10.0 kcal per mole. As for the charge: +1.

Geometry (Å):
1 F 1.70 -2.35 -1.31
2 P 0.80 -0.19 0.61
3 P 0.26 -2.18 -0.40
4 Cl 0.17 -3.63 1.01
5 Cl -1.00 -2.60 -1.87
6 H -0.68 0.28 0.40
7 H 1.19 0.23 -0.71

=====

The following is a quantum chemistry calculation of a 2-piece molecular cluster, Cl2FH2P2 overall, from the OMol25 dataset.

The expectation value of S² is 2.0051. The calculation puts the energy relative to the best compared isomer or geometry (same formula, charge and spin) at 55.4 kcal per mole. The multiplicity is 3. As for the charge: +1.

Geometry (Å):
1 F 0.23 2.13 0.56
2 P -1.38 -0.24 -0.18
3 P -0.95 1.78 -0.43
4 Cl 1.48 -1.07 0.55
5 Cl 3.42 -0.86 0.53
6 H -2.33 -0.28 -1.21
7 H -0.48 -1.45 0.19

=====

The following is a quantum chemistry calculation of Cl2H2NO3P as an isolated structure, from the OMol25 dataset.

The calculation puts the energy relative to the best compared isomer or geometry (same formula, charge and spin) at 0.0 kcal per mole.

Geometry (Å):
1 N 0.04 -0.50 0.09
2 O 0.51 -1.33 -2.46
3 O 2.40 -1.03 -0.36
4 O 1.40 0.96 -1.70
5 P 0.99 -0.56 -1.28
6 Cl 3.72 -1.50 -1.25
7 Cl 2.26 0.81 -3.12
8 H 0.41 0.10 0.90
9 H -0.87 -0.12 0.07

=====

The following is a quantum chemistry calculation of a 2-piece molecular cluster, Cl2H2NOP overall, from the OMol25 dataset.

The calculation puts the energy relative to the best compared isomer or geometry (same formula, charge and spin) at 105.1 kcal per mole.

Geometry (Å):
1 N 0.67 -0.82 0.42
2 O -1.34 0.19 -1.22
3 P -1.87 0.21 0.24
4 Cl -3.06 -1.40 0.33
5 Cl -3.30 1.70 -0.20
6 H 0.90 -0.69 1.34
7 H -0.43 0.15 -1.45

=====

The following is a quantum chemistry calculation of an isolated molecule of Cl2H2NPS, from the OMol25 dataset.

The calculation puts the energy relative to the best compared isomer or geometry (same formula, charge and spin) at 26.6 kcal per mole. Its structure (SMILES) is N=P(S)(Cl)Cl.

Geometry (Å):
1 N 1.09 0.85 0.78
2 P 0.03 0.45 -0.26
3 S -0.26 -1.73 -0.85
4 Cl -1.88 0.82 0.25
5 Cl 0.48 1.22 -1.97
6 H 0.88 0.36 1.57
7 H -0.34 -1.97 0.48

=====

The following is a quantum chemistry calculation of a 2-piece molecular cluster, Cl2H2O2P2 overall, from the OMol25 dataset.

The calculation puts the energy relative to the best compared isomer or geometry (same formula, charge and spin) at 22.9 kcal per mole. Its structure (SMILES) is O=[PH2]Cl.O=PCl.

Geometry (Å):
1 O -1.54 -0.54 -1.62
2 O -1.46 0.38 0.88
3 P -0.05 0.44 0.61
4 P -2.73 0.20 -1.24
5 Cl -2.42 2.11 -1.87
6 Cl 0.94 0.45 2.34
7 H 0.42 1.47 -0.29
8 H 0.64 -0.72 0.25

=====

The following is a quantum chemistry calculation of a 2-piece molecular cluster, Cl2H2OP2 overall, from the OMol25 dataset.

The calculation puts the energy relative to the best compared isomer or geometry (same formula, charge and spin) at 50.1 kcal per mole.

Geometry (Å):
1 O 0.73 -0.39 1.78
2 P 0.05 -1.81 -1.14
3 P 0.98 -0.69 0.37
4 Cl 2.57 0.24 -0.30
5 Cl -1.35 2.25 -0.28
6 H -2.42 3.19 -0.16
7 H -0.57 -2.79 -0.27

=====

Computed largest force on an atom, in the same sequence as the records: 0.095, 0.063, 0.072, 0.062, 0.181, 0.076, 0.083, 0.059, 0.067, 0.067, 0.053, 0.061 Eh/bohr.